Molecular formula: C17H32AlBeBr5F11Li2NO2P2S3
Method: DFT, the ωB97M-V functional and the def2-TZVPD basis

Each line ends with the Löwdin charge.
Atoms and positions in Å:
C: 2.1723 0.9817 -3.4951  -0.163
C: 2.0459 -0.4686 -4.0370  -0.254
C: 0.6962 -0.8373 -4.6549  -0.118
C: -0.2925 -1.7262 -3.8601  -0.339
N: -1.3570 -1.0300 -3.1228  -0.018
C: -0.9855 0.2262 -2.5027  -0.276
C: -2.1378 0.7228 -1.6127  -0.067
C: 0.3425 -2.7396 -2.9071  -0.666
Br: -0.8126 -4.2521 -2.5979  0.926
O: 0.7085 -2.2083 -1.6394  -0.272
C: 1.4756 -3.1095 -0.8711  -0.902
S: 0.6063 -3.5064 0.7001  0.751
P: 3.1381 -2.4567 -0.4571  0.430
S: 4.4604 -2.5570 -1.9254  0.168
H: 3.1656 1.4114 -3.6450  0.017
H: 2.0178 0.9455 -2.4165  0.054
H: 1.3906 1.6193 -3.8667  0.046
H: 2.7809 -0.5413 -4.8312  0.110
H: 2.3774 -1.1333 -3.2668  0.004
H: 0.2177 0.0771 -4.9683  0.111
H: 0.9111 -1.3617 -5.5725  0.115
H: -0.8093 -2.3212 -4.5916  0.122
H: -2.1005 -0.8300 -3.7721  0.121
H: -0.7933 1.0264 -3.2175  0.097
H: -0.1147 0.1369 -1.8711  0.093
H: -3.0655 0.2903 -1.9516  0.077
H: -2.2413 1.7895 -1.7438  0.058
H: -1.9543 0.5554 -0.5656  0.044
H: 1.2319 -3.1500 -3.3683  0.105
H: 1.6314 -4.0550 -1.3822  0.060
H: -0.6529 -3.5763 0.2288  -0.098
H: 3.0334 -1.1540 0.0689  -0.017
H: 3.6073 -3.2481 0.6051  0.010
Li: 4.1822 -0.2131 -2.4389  0.624
C: -3.2447 3.5701 2.6848  -0.371
S: -1.7415 2.9377 1.9770  0.845
O: -1.9360 2.7998 0.5100  -0.535
C: -1.9368 1.2920 2.7166  -0.298
H: -3.3736 4.6490 2.2909  -0.132
H: -4.1090 2.9852 2.3614  0.093
H: -3.1705 3.5615 3.7700  0.053
H: -2.8678 0.8397 2.3961  0.063
H: -1.9194 1.3566 3.8036  0.046
H: -1.1068 0.6790 2.3716  -0.028
C: 2.7256 5.2031 -3.0321  -1.553
Br: 2.0998 4.5711 -4.7495  0.583
Br: 3.7390 3.8454 -2.0930  0.602
Br: 3.7149 6.8456 -3.1982  0.776
H: 1.8512 5.4158 -2.4342  -0.011
Br: -3.1191 6.3598 3.2342  0.251
F: -3.1514 0.0013 4.3550  -0.547
Li: 0.3034 -0.6483 2.6245  0.803
Be: 4.6905 5.8910 -5.5243  0.582
F: 0.7030 -6.2820 -1.0036  -0.314
P: 0.2001 -7.8669 -0.8257  0.392
F: 1.7295 -8.0939 -1.4266  -0.215
F: 0.4395 -9.3087 -0.0561  -0.202
F: -0.0905 -7.3987 0.7422  -0.224
F: -0.2823 -8.7979 -2.1059  -0.206
F: -1.3052 -7.2099 -1.1193  -0.244
C: -2.6917 -2.3904 7.2836  -0.103
C: -2.6377 -2.8325 8.5995  -0.111
C: -3.2808 -2.1161 9.5983  -0.113
C: -3.9841 -0.9631 9.2785  -0.107
C: -4.0391 -0.5252 7.9616  -0.095
C: -3.3909 -1.2343 6.9585  -0.092
H: -2.1880 -2.9515 6.5056  0.092
H: -2.0949 -3.7365 8.8468  0.094
H: -3.2353 -2.4565 10.6249  0.095
H: -4.4904 -0.4061 10.0571  0.095
H: -4.5898 0.3734 7.7139  0.098
H: -3.4304 -0.8824 5.9178  0.051
F: 6.6785 9.5139 -3.4544  -0.191
Al: 5.3389 9.9715 -4.3915  -0.178
F: 3.9278 9.4077 -3.5910  -0.296
F: 5.3884 9.1484 -5.8888  -0.220
F: 5.2684 11.6448 -4.6012  -0.176

Results
Frontier orbital gap: 1.2474 eV
DFT total energy: -16990.2597 Ha
LUMO level: -6.9 eV

Molecular formula: C47H134N6O23
Method: DFT, the ωB97M-V functional and the def2-TZVPD basis

Each line ends with the Löwdin charge.
Atoms and positions in Å:
C: -6.2980 -0.1039 -3.1489  -0.123
O: -5.4648 0.9174 -3.6934  -0.126
H: -6.0901 -0.2949 -2.0924  0.076
H: -7.3475 0.1848 -3.2843  0.088
H: -6.0597 -0.9829 -3.7296  0.077
H: -5.5037 1.7084 -3.1587  0.083
C: 5.2749 -4.4259 -0.5177  -0.160
O: 4.5295 -5.4973 0.0551  -0.134
H: 6.3537 -4.5787 -0.4402  0.079
H: 4.9936 -4.2429 -1.5766  0.080
H: 5.0323 -3.4949 -0.0088  0.053
H: 4.8461 -6.3182 -0.3677  0.094
C: 0.6717 0.4186 -4.8017  -0.134
O: -0.3311 -0.5970 -4.7712  -0.126
H: 0.5581 1.1257 -5.6121  0.068
H: 0.7253 0.9759 -3.8495  0.081
H: 1.6638 -0.0191 -4.9531  0.059
H: -1.1974 -0.2484 -4.5011  0.051
C: -1.5751 3.5951 2.9583  -0.162
O: -2.6398 4.3399 3.4972  -0.113
H: -1.4373 3.7057 1.8905  0.059
H: -0.7021 3.9601 3.4464  0.062
H: -1.7713 2.5375 3.0271  0.066
H: -2.4241 4.4259 4.4387  0.081
C: -5.7845 2.0768 5.7875  -0.151
O: -6.7046 1.6219 4.8344  -0.111
H: -6.0934 2.9227 6.3674  0.074
H: -5.5132 1.3896 6.5777  0.079
H: -4.8558 2.3682 5.3234  0.073
H: -7.5824 1.7401 5.2116  0.100
C: 2.0054 -1.2836 5.5652  -0.112
O: 1.5507 -0.7345 4.3248  -0.167
H: 2.7755 -1.9968 5.2877  0.086
H: 2.4441 -0.5380 6.2230  0.083
H: 1.2494 -1.9041 6.0595  0.064
H: 1.6907 -1.4414 3.6639  0.038
C: -0.8849 -3.2556 5.0344  -0.176
O: -1.8591 -4.1932 4.7673  -0.090
H: 0.0449 -3.4754 4.5273  0.073
H: -1.1205 -2.2932 4.5911  0.069
H: -0.6244 -3.1169 6.0907  0.085
H: -2.7066 -3.7954 4.9888  0.105
C: 0.7993 4.8076 6.4786  -0.162
O: -0.0592 3.6625 6.5568  -0.153
H: 1.7041 4.6899 7.0936  0.059
H: 1.0356 5.0853 5.4472  0.062
H: 0.2754 5.6544 6.9300  0.073
H: 0.4108 2.8591 6.2461  0.039
C: 3.3684 -1.3431 -3.0597  -0.128
O: 3.9014 -0.5029 -2.0704  -0.163
H: 3.5007 -0.9230 -4.0715  0.078
H: 3.8619 -2.3092 -3.1085  0.085
H: 2.2962 -1.4924 -2.9212  0.064
H: 3.7173 0.4477 -2.2620  0.047
C: -6.4622 2.7483 1.6720  -0.155
O: -6.7957 2.3972 0.3438  -0.121
H: -7.2714 3.2751 2.1693  0.077
H: -6.3210 1.8410 2.2458  0.049
H: -5.6251 3.4327 1.7607  0.077
H: -7.7407 2.2697 0.3294  0.068
C: 0.5109 4.1043 -2.6126  -0.138
O: 1.7455 3.8847 -2.0187  -0.139
H: 0.3553 5.1775 -2.8438  0.089
H: 0.4478 3.6250 -3.5850  0.075
H: -0.3245 3.7126 -2.0240  0.059
H: 1.8829 4.4912 -1.2700  0.055
C: 7.3504 -1.5548 -1.2152  -0.165
O: 6.7253 -1.3578 -2.4547  -0.119
H: 6.5414 -1.8269 -0.5270  0.055
H: 8.0929 -2.3569 -1.2350  0.086
H: 7.8018 -0.6384 -0.8393  0.074
H: 5.9353 -0.8338 -2.3077  0.030
C: 4.9229 2.7916 -2.0367  -0.139
O: 3.7397 2.0965 -2.3231  -0.166
H: 5.7987 2.1698 -2.1661  0.080
H: 5.0601 3.6807 -2.6436  0.079
H: 5.0027 3.0552 -0.9694  0.081
H: 2.9796 2.7336 -2.3469  0.062
C: 1.4463 -3.5070 -6.1619  -0.144
O: 0.1638 -3.3465 -5.5667  -0.159
H: 1.6709 -2.6980 -6.8973  0.089
H: 2.2013 -3.4626 -5.3851  0.056
H: 1.3477 -4.4574 -6.6426  0.075
H: 0.1113 -2.4234 -5.2551  0.036
C: 4.5021 0.0531 1.1016  -0.135
O: 3.9006 -1.0870 0.5624  -0.151
H: 4.6507 -0.1418 2.1546  0.070
H: 5.5207 0.2216 0.7259  0.089
H: 3.8524 0.9149 1.0694  0.067
H: 3.9509 -0.9860 -0.4041  0.038
C: 2.2352 4.4638 1.5290  -0.121
O: 1.8565 5.1905 0.3744  -0.122
H: 2.9221 3.6943 1.1920  0.073
H: 2.8022 5.1522 2.1630  0.084
H: 1.3698 4.0596 2.0854  0.079
H: 1.0795 5.7220 0.5424  0.092
C: -3.1968 -1.1018 -2.8012  -0.103
O: -2.7861 0.1076 -3.5212  -0.149
H: -2.3137 -1.6579 -2.5141  0.074
H: -3.7215 -0.8727 -1.8736  0.036
H: -3.8515 -1.7253 -3.4056  0.080
H: -3.5978 0.4814 -3.8581  0.044
C: 1.7206 -3.6499 1.6704  -0.093
O: 2.2224 -2.4725 2.3248  -0.156
H: 2.5607 -4.2858 1.3668  0.083
H: 1.0334 -4.1988 2.3131  0.075
H: 1.1250 -3.3501 0.8314  0.056
H: 2.8976 -2.1423 1.7040  0.049
C: -5.5633 -3.1981 -0.6223  -0.164
O: -6.0183 -3.7190 -1.8631  -0.122
H: -6.2479 -2.4233 -0.2290  0.083
H: -5.4778 -4.0059 0.1245  0.085
H: -4.5764 -2.7663 -0.6959  0.039
H: -6.7015 -4.3365 -1.6316  0.067
C: -3.1768 2.4815 -0.6954  -0.189
O: -2.4343 2.5336 -1.8492  -0.120
H: -2.6562 2.0478 0.1723  0.051
H: -3.3718 3.4823 -0.3199  0.063
H: -4.0870 1.8790 -0.8000  0.080
H: -2.4994 1.6952 -2.3498  0.057
C: -2.0495 -4.0509 1.3323  -0.143
O: -1.6558 -5.2428 2.0472  -0.143
H: -1.3746 -3.2593 1.6289  0.042
H: -2.0232 -4.1716 0.2477  0.071
H: -3.0726 -3.8278 1.6569  0.069
H: -1.7734 -4.9950 2.9887  0.039
C: -4.8303 -0.7262 2.8942  -0.160
O: -5.8651 -1.0311 3.8544  -0.131
H: -4.0767 -0.0652 3.2992  0.060
H: -4.4195 -1.7060 2.6430  0.058
H: -5.2172 -0.2854 1.9704  0.060
H: -6.2474 -0.2018 4.1444  0.016
C: -1.0927 0.7112 5.7455  -0.153
O: 0.0539 1.3276 5.2220  -0.144
H: -1.8561 1.3325 6.1807  0.075
H: -1.5965 0.0327 5.0128  0.070
H: -0.8513 -0.0059 6.5394  0.081
H: 0.6033 0.6266 4.8630  0.018
C: 0.8220 -0.0339 -0.6443  -0.073
C: 0.3452 0.7179 0.5983  -0.226
C: -0.4482 -0.1733 1.5292  -0.171
C: -1.7316 -0.5323 0.9352  -0.173
N: -2.7651 -0.7573 0.4095  0.203
H: 1.3639 0.6530 -1.2881  0.063
H: -0.0132 -0.4221 -1.2361  0.075
H: 1.4671 -0.8835 -0.3949  0.066
H: -0.1371 1.6750 0.3634  0.108
H: 1.2514 0.9907 1.1518  0.102
H: -0.6273 0.2964 2.4998  0.105
H: 0.1945 -1.0502 1.7428  0.109
C: -2.7816 7.5328 0.6083  -0.086
C: -3.6134 6.8286 -0.4907  -0.261
C: -2.7143 6.1542 -1.5074  -0.193
C: -1.8923 7.2029 -2.1948  -0.241
N: -1.2600 7.9784 -2.7321  0.146
H: -2.2224 6.8013 1.1939  0.067
H: -3.4425 8.0500 1.2896  0.067
H: -2.1510 8.2889 0.1423  0.067
H: -4.3413 7.4806 -0.9736  0.113
H: -4.2529 6.0581 -0.0634  0.096
H: -3.3599 5.6816 -2.2601  0.124
H: -2.0549 5.4098 -1.0360  0.100
C: 0.9757 -4.0900 -2.3703  -0.081
C: 1.5455 -5.4246 -1.8277  -0.211
C: 0.9567 -6.6282 -2.6223  -0.177
C: 1.4333 -7.9959 -2.2710  -0.209
N: 1.7798 -9.0643 -1.9736  0.121
H: -0.1075 -4.0765 -2.3926  0.053
H: 1.2754 -3.9505 -3.4147  0.049
H: 1.3757 -3.2168 -1.8518  0.048
H: 1.4287 -5.4838 -0.7511  0.094
H: 2.6419 -5.4483 -1.9741  0.098
H: 1.0671 -6.4460 -3.6901  0.107
H: -0.1076 -6.7400 -2.4369  0.090
C: -3.6015 -6.5692 -2.4896  -0.079
C: -2.8093 -5.2962 -2.8407  -0.288
C: -2.5607 -5.1081 -4.2942  -0.179
C: -1.8036 -6.2432 -4.8992  -0.234
N: -1.2441 -7.0961 -5.3393  0.163
H: -4.5256 -6.5646 -3.0709  0.078
H: -3.8237 -6.4937 -1.4236  0.070
H: -3.0197 -7.4804 -2.6811  0.077
H: -1.8784 -5.2244 -2.2806  0.077
H: -3.4145 -4.4458 -2.5188  0.088
H: -1.9681 -4.2124 -4.4495  0.094
H: -3.5160 -5.0474 -4.8202  0.126
C: 3.5427 2.2372 4.2737  -0.078
C: 4.7993 1.5989 4.8913  -0.266
C: 5.5963 2.4508 5.8787  -0.162
C: 4.6283 2.7800 6.9979  -0.215
N: 3.8306 2.9423 7.7971  0.151
H: 3.8779 3.0949 3.6910  0.067
H: 2.8156 2.5218 5.0075  0.055
H: 3.1683 1.5427 3.5016  0.062
H: 5.5027 1.2146 4.1584  0.099
H: 4.5346 0.6884 5.4381  0.101
H: 5.9085 3.4228 5.4999  0.111
H: 6.4899 1.8750 6.1451  0.118
C: 2.8007 2.7416 -6.0754  -0.111
C: 3.8373 1.7757 -6.5761  -0.252
C: 4.9794 1.5793 -5.5542  -0.159
C: 5.7381 2.8379 -5.3592  -0.252
N: 6.3377 3.7835 -5.2947  0.158
H: 1.9964 2.8579 -6.8174  0.087
H: 3.2201 3.7175 -5.8407  0.084
H: 2.2856 2.2775 -5.2410  0.033
H: 4.2136 2.1753 -7.5164  0.113
H: 3.3925 0.8082 -6.7857  0.101
H: 5.7350 0.8716 -5.8926  0.120
H: 4.5107 1.2415 -4.6137  0.092

Results
Frontier orbital gap: 10.2233 eV
DFT total energy: -3929.8182 Ha
LUMO level: 0.1 eV

Molecular formula: C3H6
Method: DFT, the ωB97M-V functional and the def2-TZVPD basis

Each line ends with the natural charge from an NBO analysis.
Atoms and positions in Å:
C: -1.4634 0.2154 -0.0155  -0.462
C: -0.2712 -0.3702 -0.0218  -0.078
C: 1.0645 0.1698 -0.0039  -0.693
H: -2.2649 -0.4285 0.1170  0.204
H: -1.5828 1.2367 0.2023  0.197
H: -0.3378 -1.8714 0.0356  0.146
H: 1.7500 -0.3067 -0.8699  0.229
H: 1.5149 -0.1947 0.9597  0.231
H: 1.1627 1.3137 -0.0344  0.225

Results
Frontier orbital gap: 10.8824 eV
DFT total energy: -117.8038 Ha
LUMO level: 1.3 eV

Molecular formula: C15H18F16O2Si
Method: DFT, the ωB97M-V functional and the def2-TZVPD basis

Each line ends with the natural charge from an NBO analysis.
Atoms and positions in Å:
C: 0.2258 0.7192 -0.9296  -0.255
C: 0.7626 0.5005 0.1226  -0.023
C: 1.3706 0.2899 1.4337  -0.493
C: 1.9435 1.6186 2.0027  -0.381
C: 3.4789 1.7025 1.8716  -0.846
Si: 4.1203 3.4667 1.9410  0.882
H: -0.1962 1.0437 -1.8525  0.246
H: 2.1753 -0.4433 1.3448  0.238
H: 0.6175 -0.1040 2.1187  0.236
H: 1.6422 1.7387 3.0423  0.214
H: 1.5064 2.4399 1.4311  0.210
H: 3.7821 1.2147 0.9414  0.234
H: 3.9381 1.1295 2.6829  0.233
H: 5.5714 3.4762 1.6592  -0.160
H: 3.3758 4.2931 0.9678  -0.167
H: 3.9128 4.0188 3.2987  -0.168
C: 1.0410 -3.9714 -1.5839  -0.135
C: 2.3890 -3.4955 -1.0324  0.594
C: 2.8226 -2.0798 -1.4063  0.514
F: 2.9962 -1.9605 -2.7388  -0.322
F: 4.0071 -1.8085 -0.8034  -0.327
F: 3.3602 -4.3797 -1.3327  -0.307
F: 2.2491 -3.4720 0.3301  -0.335
O: 1.0942 -4.7865 -2.7353  -0.507
C: 1.0362 -4.2496 -3.9899  0.849
C: 2.2858 -4.6055 -4.8040  0.504
F: 3.3898 -4.1323 -4.1940  -0.318
F: 2.1890 -4.0305 -6.0231  -0.321
F: 0.8262 -2.9227 -3.9692  -0.316
F: -0.0150 -4.8159 -4.6306  -0.324
H: 0.6336 -4.6197 -0.8091  0.227
H: 0.3486 -3.1375 -1.7036  0.214
H: 2.0844 -1.3490 -1.0691  0.158
H: 2.3649 -5.6883 -4.9146  0.150
C: -2.7088 1.6930 1.4054  -0.138
C: -3.0200 2.5979 2.6004  0.595
C: -4.0900 2.1199 3.5847  0.521
F: -5.2890 2.0220 2.9767  -0.320
F: -4.1930 3.0232 4.5850  -0.319
F: -3.3028 3.8464 2.1823  -0.306
F: -1.8643 2.6527 3.3338  -0.333
O: -3.3216 2.0358 0.1791  -0.507
C: -4.5419 1.5355 -0.1724  0.850
C: -5.5630 2.6570 -0.3971  0.504
F: -5.7184 3.3792 0.7292  -0.317
F: -6.7524 2.1024 -0.7190  -0.321
F: -4.9955 0.6287 0.7097  -0.317
F: -4.3978 0.9033 -1.3634  -0.326
H: -1.6450 1.8264 1.2093  0.236
H: -2.8504 0.6390 1.6478  0.209
H: -3.8164 1.1510 4.0111  0.139
H: -5.2309 3.3089 -1.2071  0.150

Results
Frontier orbital gap: 10.8783 eV
DFT total energy: -2620.1227 Ha
SMILES: FC(F)C(F)(F)COC(F)(F)C(F)F.FC(F)C(F)(F)COC(F)(F)C(F)F.C#CCCC[SiH3]
LUMO level: 0.3 eV